Entry 1:
The following is a DFT calculation (wB97M-V/def2-TZVPD) of an isolated molecule of C25H31N5O2 at a distorted geometry.

Each line ends with the natural charge from an NBO analysis.
CARTESIAN COORDINATES (ANGSTROEM)
C  2.4066  4.8412  -2.0836  -0.609
C  1.5311  6.0027  -1.6155  -0.058
C  1.1646  6.9243  -2.7760  -0.606
N  0.3276  5.4984  -0.9887  -0.626
C  0.0523  5.6215  0.3214  0.670
O  0.7402  6.2294  1.1141  -0.629
C  -1.2623  4.9466  0.7140  -0.308
N  -1.5115  3.7630  -0.0876  -0.458
C  -2.8888  3.3077  -0.0018  -0.238
C  -3.0871  2.1237  -0.9553  -0.220
N  -2.1915  1.0141  -0.6914  -0.427
C  -2.5582  0.2315  0.4741  -0.289
C  -1.8927  -1.0987  0.4728  0.546
N  -0.6351  -1.3876  0.3426  -0.514
C  -0.6061  -2.7496  0.4577  0.344
C  0.6836  -3.4823  0.4078  -0.330
C  1.0765  -3.9190  1.8097  -0.014
C  0.2068  -4.6759  2.5826  -0.159
C  0.5811  -5.0919  3.8475  -0.218
C  1.8277  -4.7585  4.3507  -0.215
C  2.6978  -4.0047  3.5832  -0.205
C  2.3234  -3.5857  2.3180  -0.208
C  0.6979  -4.7015  -0.4901  0.088
C  -0.4149  -5.5104  -0.6686  -0.257
C  -0.3348  -6.6434  -1.4602  -0.188
C  0.8570  -6.9852  -2.0749  -0.224
C  1.9717  -6.1840  -1.8975  -0.192
C  1.8918  -5.0499  -1.1101  -0.241
N  -1.7896  -3.2550  0.6619  -0.176
O  -2.6397  -2.1897  0.6678  -0.269
C  -0.8191  1.4926  -0.6768  -0.239
C  -0.6074  2.6782  0.2690  -0.254
H  1.8812  4.2470  -2.8291  0.198
H  3.3253  5.2178  -2.5244  0.213
H  2.6635  4.1996  -1.2443  0.214
H  2.0542  6.5714  -0.8395  0.229
H  2.0629  7.3470  -3.2173  0.212
H  0.5338  7.7375  -2.4265  0.217
H  0.6278  6.3707  -3.5441  0.197
H  -0.2951  4.9201  -1.5352  0.411
H  -1.2351  4.7384  1.7959  0.197
H  -2.0638  5.6694  0.5319  0.220
H  -3.5469  4.1270  -0.3013  0.208
H  -3.1585  3.0120  1.0282  0.162
H  -4.1203  1.7743  -0.9094  0.202
H  -2.8806  2.4598  -1.9753  0.203
H  -3.6364  0.0535  0.4551  0.231
H  -2.3073  0.7215  1.4320  0.199
H  1.4268  -2.7642  0.0466  0.244
H  -0.7668  -4.9277  2.1908  0.219
H  -0.1031  -5.6781  4.4432  0.213
H  2.1188  -5.0835  5.3387  0.213
H  3.6707  -3.7385  3.9698  0.213
H  3.0062  -2.9931  1.7258  0.208
H  -1.3476  -5.2436  -0.1970  0.239
H  -1.2093  -7.2630  -1.5948  0.211
H  0.9175  -7.8712  -2.6896  0.212
H  2.9064  -6.4420  -2.3738  0.211
H  2.7667  -4.4298  -0.9748  0.208
H  -0.1674  0.6651  -0.3982  0.243
H  -0.5816  1.8039  -1.6975  0.196
H  0.4201  3.0356  0.1811  0.216
H  -0.7610  2.3613  1.3160  0.166

Summary:
Energy relative to the best compared isomer or geometry (same formula, charge and spin) = 50.6 kcal/mol
SMILES = CC(C)NC(=O)CN1CCN(Cc2nc(C(c3ccccc3)c3ccccc3)no2)CC1
LUMO energy = 0.0242 Eh
Total energy = -37973.426 eV
Net charge = 0
HOMO = -8.77 eV
Max |F| = 1.0 eV Å⁻¹
Orbital gap = 9.43 eV

Entry 2:
The following is a DFT calculation (wB97M-V/def2-TZVPD) of a structure of composition C25H31N6NaO2S3 at a distorted geometry.

Each line ends with the natural charge from an NBO analysis.
CARTESIAN COORDINATES (ANGSTROEM)
Na  0.9436  -0.1236  -0.5587  0.877
C  2.2459  2.9884  -2.2579  -0.232
C  1.0111  2.3494  -2.9181  -0.243
N  0.9192  0.9280  -2.6211  -0.671
C  1.6002  0.0153  -3.5261  -0.230
C  3.1305  0.0380  -3.4342  -0.534
S  3.8277  -0.2415  -1.7714  0.191
C  4.6309  1.3385  -1.3737  -0.541
C  3.8387  2.3228  -0.4990  -0.223
N  2.4570  2.4445  -0.9208  -0.645
H  2.1371  4.0782  -2.2590  0.186
H  3.1327  2.7741  -2.8543  0.179
H  1.0265  2.5467  -3.9990  0.170
H  0.1139  2.8140  -2.5136  0.235
H  -0.0556  0.6573  -2.5354  0.395
H  1.3400  0.2040  -4.5783  0.175
H  1.2536  -0.9941  -3.2890  0.206
H  3.5456  0.9656  -3.8282  0.211
H  3.5127  -0.7679  -4.0591  0.229
H  4.9361  1.7932  -2.3163  0.213
H  5.5523  1.0716  -0.8545  0.232
H  4.3898  3.2747  -0.5052  0.169
H  3.8362  1.9609  0.5310  0.200
H  1.9027  2.9372  -0.2328  0.374
O  -1.1123  -0.8026  -1.1188  -1.069
S  -1.2430  -1.7620  0.0032  2.328
O  -1.7645  -3.0594  -0.3531  -0.965
N  0.1313  -1.6808  0.7044  -1.037
C  0.6310  -2.5516  1.6599  0.168
C  -0.0304  -3.6005  2.2553  -0.272
C  0.6148  -4.4249  3.2049  -0.181
C  1.9135  -4.2217  3.5588  -0.232
C  2.6320  -3.1494  2.9708  -0.095
C  3.9866  -2.8879  3.2731  -0.137
C  4.6270  -1.8467  2.6738  -0.272
C  3.9022  -1.0420  1.7702  0.050
N  2.6454  -1.2377  1.4614  -0.446
C  1.9990  -2.2993  2.0393  0.195
C  -2.4456  -1.0514  1.0991  -0.270
C  -3.6831  -1.6682  1.2315  -0.224
C  -4.6485  -1.0916  2.0468  -0.209
C  -4.3696  0.0865  2.7263  -0.211
C  -3.1237  0.6907  2.5988  -0.220
C  -2.1530  0.1210  1.7897  -0.193
H  -1.0519  -3.8122  1.9698  0.228
H  0.0592  -5.2418  3.6494  0.211
H  2.4085  -4.8648  4.2766  0.207
H  4.5032  -3.5285  3.9804  0.213
H  5.6656  -1.6261  2.8812  0.217
H  4.3921  -0.1920  1.2987  0.175
H  -3.8748  -2.5889  0.6951  0.244
H  -5.6158  -1.5660  2.1549  0.213
H  -5.1217  0.5308  3.3685  0.212
H  -2.9061  1.6088  3.1316  0.218
H  -1.1824  0.5853  1.6852  0.234
C  -4.9166  3.2762  0.0341  -0.400
N  -4.5498  2.1013  -0.7358  -0.367
C  -5.4187  1.1045  -1.1709  -0.088
C  -4.6704  0.1564  -1.7603  -0.065
N  -3.3593  0.5886  -1.6891  -0.549
C  -3.2666  1.7705  -1.0392  0.273
S  -1.8591  2.6349  -0.6928  -0.388
H  -5.9907  3.4258  -0.0513  0.205
H  -4.3869  4.1412  -0.3556  0.233
H  -4.6424  3.1495  1.0816  0.215
H  -6.4837  1.1722  -1.0291  0.226
H  -4.9526  -0.7701  -2.2290  0.232
H  -2.5171  0.0484  -1.8745  0.469

Summary:
Energy relative to the best compared isomer or geometry (same formula, charge and spin) = 10.6 kcal/mol
LUMO energy = 0.0096 Eh
Total energy = -76388.147 eV
Net charge = 0
HOMO = -7.37 eV
Max |F| = 1.4 eV Å⁻¹
Orbital gap = 7.63 eV

Entry 3:
The following is a DFT calculation (wB97M-V/def2-TZVPD) of a cluster of 9 separate species, C25H32Cl32N2OP in total at a distorted geometry.

Each line ends with the Mulliken charge.
CARTESIAN COORDINATES (ANGSTROEM)
C  6.1169  -4.9960  -0.5313  -1.072
C  5.8569  -3.6225  -1.2877  -0.185
C  5.6171  -2.4685  -0.2113  -0.554
C  4.9873  -1.2310  -0.9883  -0.091
C  5.9731  -0.0019  -1.1967  0.499
C  5.2695  1.3975  -0.8868  -0.757
C  3.9373  1.6214  -1.6988  -0.321
C  2.8468  2.5004  -0.9554  -1.425
C  1.6532  1.6799  -0.3377  -0.889
C  0.5931  1.1873  -1.3754  1.040
C  0.8776  1.1633  -2.8197  -0.419
C  -0.1339  0.6548  -3.7960  -0.969
C  -1.4276  0.2289  -3.2438  0.078
C  -1.6600  0.2739  -1.7751  -0.737
C  -3.0798  -0.2165  -1.2738  -0.563
C  -3.1780  -1.7811  -1.4760  -0.508
C  -4.6786  -2.2673  -1.3066  -0.463
N  -4.9960  -2.3920  0.1424  -0.449
N  -0.6593  0.7217  -0.9024  0.541
P  -0.9908  0.7075  0.8521  0.142
O  -1.6864  2.0066  1.1495  -0.554
H  5.4928  -5.0129  0.4037  0.293
H  5.8969  -5.8826  -1.1939  0.331
H  7.1975  -5.0167  -0.1944  0.264
H  6.7366  -3.2967  -1.9139  -0.014
H  4.9639  -3.7489  -1.9726  0.321
H  6.5890  -2.1274  0.2301  0.255
H  4.8600  -2.8075  0.5472  0.331
H  4.6557  -1.5619  -2.0179  0.297
H  4.0474  -0.8453  -0.4808  -0.297
H  6.8859  -0.1125  -0.5138  0.017
H  6.3177  -0.0032  -2.2753  -0.294
H  6.0155  2.1867  -1.2170  0.229
H  5.1577  1.5594  0.2297  0.302
H  4.2185  2.1707  -2.6511  0.364
H  3.4321  0.6728  -2.0358  0.320
H  2.4502  3.3580  -1.5750  0.363
H  3.3723  2.9947  -0.0812  0.526
H  1.9865  0.7638  0.2423  0.448
H  1.1637  2.3522  0.4352  0.590
H  1.8476  1.5082  -3.2513  0.288
H  0.0485  0.5901  -4.8929  0.420
H  -2.2509  -0.1510  -3.9035  0.424
H  -3.8235  0.2386  -1.9841  0.395
H  -3.3479  0.1460  -0.2481  0.581
H  -2.4524  -2.3863  -0.8723  0.329
H  -2.9144  -1.9790  -2.5636  0.293
H  -5.3771  -1.5213  -1.7752  0.306
H  -4.8061  -3.2554  -1.8380  0.394
H  -5.7468  -1.7173  0.3203  0.047
H  -5.4103  -3.3106  0.3180  0.273
H  0.2003  0.6167  1.6187  0.164
H  -1.8672  -0.3860  1.1713  0.212
C  -8.6610  0.3538  1.5245  0.342
Cl  -8.2627  1.1256  3.0667  -0.009
Cl  -9.0105  1.6004  0.3137  -0.090
Cl  -7.2796  -0.6288  0.9855  -0.214
Cl  -10.0822  -0.6890  1.7245  -0.110
C  -4.8427  2.1355  5.1323  0.226
Cl  -4.0076  1.6395  3.6463  0.003
Cl  -3.6477  2.6267  6.3451  -0.102
Cl  -5.9168  3.5015  4.7753  -0.087
Cl  -5.7970  0.7767  5.7598  -0.044
C  9.1966  -1.4109  -4.1049  0.263
Cl  8.3585  -2.7171  -4.9621  -0.100
Cl  10.8784  -1.3244  -4.6588  -0.064
Cl  8.3805  0.1305  -4.4354  -0.086
Cl  9.1653  -1.7322  -2.3604  -0.069
C  -10.2046  -0.9902  6.4471  0.245
Cl  -10.4093  0.5595  7.2833  -0.099
Cl  -11.6394  -1.9955  6.7059  -0.068
Cl  -9.9930  -0.6998  4.7088  0.038
Cl  -8.7732  -1.8222  7.0854  -0.109
C  11.0993  2.2985  -2.1227  0.233
Cl  11.8496  3.8137  -1.5937  -0.090
Cl  9.3653  2.3335  -1.7443  0.017
Cl  11.3165  2.1060  -3.8705  -0.065
Cl  11.8590  0.9366  -1.2805  -0.086
C  7.7156  1.0934  2.6342  0.168
Cl  7.4755  2.6273  3.4889  -0.094
Cl  6.2664  0.0820  2.8130  -0.098
Cl  8.0006  1.4132  0.9137  0.025
Cl  9.1140  0.2483  3.3171  -0.092
C  -15.4645  -0.7282  5.3184  0.314
Cl  -16.3341  -2.0402  4.5029  -0.093
Cl  -13.8045  -0.6464  4.7011  -0.036
Cl  -16.2882  0.8103  5.0074  -0.094
Cl  -15.4290  -1.0377  7.0640  -0.098
C  -4.1967  3.4139  -3.2565  0.251
Cl  -3.5284  5.0458  -3.0959  -0.095
Cl  -4.5806  3.0932  -4.9560  -0.105
Cl  -2.9976  2.2208  -2.6912  0.130
Cl  -5.6684  3.2748  -2.2784  -0.072

Summary:
Energy relative to the best compared isomer or geometry (same formula, charge and spin) = 0.0 kcal/mol
LUMO energy = -0.1654 Eh
Total energy = -441466.093 eV
Net charge = +1
HOMO = -12.11 eV
Max |F| = 4.1 eV Å⁻¹
Orbital gap = 7.61 eV

Entry 4:
The following is a DFT calculation (wB97M-V/def2-TZVPD) of a structure of composition C25H32ClN4Pt at a distorted geometry.

Each line ends with the natural charge from an NBO analysis.
CARTESIAN COORDINATES (ANGSTROEM)
Pt  -0.0617  -0.2170  -0.1053  0.854
C  -2.7926  -0.6248  1.0070  -0.423
N  -2.2444  -0.1573  -0.2855  -0.437
C  -2.8295  1.1561  -0.6262  -0.401
C  -2.5543  -1.1236  -1.3692  0.077
C  -3.8751  -1.4497  -1.6236  -0.216
C  -4.2116  -2.4618  -2.5154  -0.283
C  -3.1866  -3.1736  -3.1280  -0.197
C  -1.8638  -2.8256  -2.9209  -0.282
C  -1.5186  -1.7337  -2.1081  0.271
N  -0.2808  -1.2327  -1.9011  -0.663
C  0.8280  -1.3135  -2.6467  0.154
C  0.9328  -1.6459  -4.0157  -0.284
C  2.1617  -1.7054  -4.6459  -0.195
C  3.3378  -1.4230  -3.9528  -0.299
C  3.2359  -1.0128  -2.6291  -0.230
C  2.0114  -0.9148  -1.9919  0.167
N  1.9533  -0.3603  -0.6132  -0.437
C  2.6649  0.9310  -0.5630  -0.400
C  2.5900  -1.2817  0.3464  -0.440
H  -3.8835  -0.7046  0.9526  0.164
H  -2.5290  0.0993  1.7730  0.209
H  -2.3521  -1.5848  1.2607  0.269
H  -3.9251  1.1058  -0.6057  0.172
H  -2.5016  1.4490  -1.6213  0.215
H  -2.5016  1.9045  0.0831  0.225
H  -4.6593  -0.9288  -1.0857  0.201
H  -5.2492  -2.7059  -2.7006  0.200
H  -3.4186  -4.0185  -3.7659  0.199
H  -1.0708  -3.3957  -3.3862  0.215
H  0.0288  -1.8458  -4.5754  0.212
H  2.2022  -1.9727  -5.6959  0.198
H  4.3046  -1.5049  -4.4310  0.200
H  4.1338  -0.7499  -2.0819  0.201
H  3.7438  0.7846  -0.6967  0.173
H  2.4869  1.4008  0.3982  0.226
H  2.3039  1.5809  -1.3469  0.213
H  3.6474  -1.4142  0.0926  0.158
H  2.0716  -2.2355  0.3331  0.272
H  2.5126  -0.8687  1.3459  0.225
C  1.9417  -0.0924  3.2728  -0.431
N  0.8359  0.3715  4.0767  -0.431
C  1.2273  1.4582  4.9459  -0.409
C  -0.3686  0.6398  3.2854  -0.258
C  -0.2814  1.7797  2.2801  -0.111
C  -0.4791  3.0766  2.7728  -0.221
C  -0.3786  4.1941  1.9603  -0.263
C  -0.0833  4.0115  0.6165  -0.257
C  0.0904  2.7291  0.1135  -0.222
C  -0.0109  1.5698  0.9069  -0.307
H  2.7250  -0.4872  3.9267  0.185
H  2.3836  0.7053  2.6509  0.152
H  1.5914  -0.8915  2.6187  0.241
H  2.0146  1.1143  5.6223  0.186
H  0.3758  1.7781  5.5511  0.187
H  1.6116  2.3391  4.4063  0.165
H  -1.1620  0.8714  4.0056  0.179
H  -0.6234  -0.2878  2.7742  0.244
H  -0.7211  3.2084  3.8235  0.191
H  -0.5459  5.1862  2.3629  0.195
H  -0.0044  4.8673  -0.0464  0.194
H  0.2637  2.6211  -0.9506  0.193
Cl  -0.0437  -2.5877  1.0663  -0.886

Summary:
Energy relative to the best compared isomer or geometry (same formula, charge and spin) = 0.0 kcal/mol
LUMO energy = 0.1009 Eh
Total energy = -48175.028 eV
Net charge = -1
HOMO = -3.41 eV
Max |F| = 3.2 eV Å⁻¹
Orbital gap = 6.15 eV